A molecular structure, C4H5HgO3, computed with ωB97M-V with the def2-TZVPD basis set.

The geometry in XYZ format:
```
13
Properties=species:S:1:pos:R:3:forces:R:3
O 1.9850 0.5604 -2.3083 -0.438 0.075 0.869
C 1.4322 0.8096 -1.2684 0.264 0.285 -1.065
C 1.1037 -0.2492 -0.2371 0.247 0.005 0.587
C -0.2479 -0.1201 0.3626 -0.296 -1.113 1.666
C -1.4359 0.2957 -0.3039 0.254 -0.661 0.277
H 1.1440 1.8510 -1.0047 0.097 -0.163 0.003
H 1.8583 -0.1377 0.5630 -0.115 -0.081 -0.190
H 1.2389 -1.2530 -0.6715 -0.070 0.218 0.076
H -1.3489 0.8068 -1.2754 -0.112 -0.114 0.268
O -0.5039 -0.7214 1.6167 0.511 1.075 -1.935
O -2.5529 0.0015 0.1665 -0.229 0.578 -0.412
Hg -2.9463 -1.0609 2.1724 -0.359 -0.062 0.122
H 0.2738 -0.7826 2.1882 0.248 -0.042 -0.266
```
Forces are in eV/Å.

Values from the calculation:
- Multiplicity: 3
- Gap between HOMO and LUMO (alpha / beta): 10.446 / 6.665 eV
- Total charge: +1
- ΔE to the lowest compared entry with this formula, charge and spin: 0.0 kcal per mole

=====

2 unconnected molecules or ions with the total composition C4H5I, computed with ωB97M-V with the def2-TZVPD basis set.

The geometry in XYZ format:
```
10
Properties=species:S:1:pos:R:3:forces:R:3
C 0.5194 -1.8064 0.5114 0.157 0.356 -0.575
C -1.6605 1.9440 -0.2688 -2.749 0.472 1.954
C 0.4118 -1.1013 -0.5652 0.179 -0.458 0.601
C -1.9033 0.6529 -0.5189 -2.636 2.411 1.155
I -3.8314 -0.1759 0.0808 1.076 0.308 -0.193
H 1.5954 -1.9635 0.5890 0.532 0.025 -0.224
H -0.0271 -2.2660 1.3011 -0.663 -0.010 0.210
H -2.4031 2.6605 0.3536 1.765 -2.134 -1.311
H -0.8018 2.4678 -0.5801 1.083 0.198 -0.660
H -1.5041 0.0922 -1.2894 1.255 -1.168 -0.958
```
Forces are in eV/Å.

Values from the calculation:
- Gap between HOMO and LUMO: 8.889 eV
- Total charge: 0
- ΔE to the lowest compared entry with this formula, charge and spin: 92.3 kcal per mole

=====

2 unconnected molecules or ions with the total composition C4H5I2NO2, computed with ωB97M-V with the def2-TZVPD basis set.

The geometry in XYZ format:
```
14
Properties=species:S:1:pos:R:3:forces:R:3
C -0.8230 0.7918 0.0051 1.260 -0.390 1.286
C -1.9048 0.5676 0.7623 -1.335 0.125 -0.975
C 0.9019 -1.9746 -0.5119 -2.722 0.263 -0.826
C 0.5310 0.6338 0.4561 -1.140 -0.241 0.113
N 1.5641 1.1217 -0.3914 2.502 -0.498 0.266
O 2.6820 1.2357 0.1694 -1.464 0.014 -0.512
O 1.4133 1.2991 -1.5916 -0.631 0.155 0.491
I -3.9615 0.5594 0.1867 1.229 0.131 0.001
I -1.0168 -2.6106 -0.0315 0.912 -0.258 0.126
H -0.9681 1.0265 -0.9989 0.064 0.512 -1.648
H -1.8580 0.3716 1.7750 0.246 -0.470 1.910
H 0.8211 -1.3965 -1.4011 0.506 0.168 -0.619
H 1.6911 -1.8720 0.1467 1.302 -0.225 1.362
H 0.9276 0.2465 1.4252 -0.728 0.714 -0.977
```
Forces are in eV/Å.

Values from the calculation:
- Gap between HOMO and LUMO (alpha / beta): 6.569 / 8.058 eV
- Total charge: 0
- ΔE to the lowest compared entry with this formula, charge and spin: 145.0 kcal per mole

=====

A molecular structure, C4H5I2O2, computed with ωB97M-V with the def2-TZVPD basis set.

The geometry in XYZ format:
```
13
Properties=species:S:1:pos:R:3:forces:R:3
C -1.6186 1.5675 -0.0010 0.774 1.127 -0.024
C 0.7536 -0.7146 1.0968 2.805 0.067 2.034
C 0.4964 -0.4679 -1.3285 -3.787 -0.543 1.406
C 1.2556 -0.4966 -0.2792 0.665 1.073 0.637
O -1.5949 1.9525 -1.1030 -0.364 -0.168 -0.456
O -1.3268 1.5493 1.1320 -0.352 -0.409 0.426
I -3.4450 -0.5816 -0.2725 -0.154 -0.275 0.057
I 3.2898 0.2087 -0.4806 -0.361 -0.413 0.131
H 1.0951 -1.7247 1.4096 -0.549 0.478 0.150
H -0.2629 -0.5038 1.2987 -1.314 -0.441 -0.615
H 1.2271 0.0121 1.8317 -0.070 -0.830 -0.925
H 0.7820 -0.1662 -2.2824 0.320 0.236 -1.484
H -0.6514 -0.6345 -1.0216 2.388 0.097 -1.337
```
Forces are in eV/Å.

Values from the calculation:
- Gap between HOMO and LUMO: 6.710 eV
- Total charge: -1
- ΔE to the lowest compared entry with this formula, charge and spin: 0.0 kcal per mole

=====

A molecular structure, C4H5LaO2, computed with ωB97M-V with the def2-TZVPD basis set.

The geometry in XYZ format:
```
12
Properties=species:S:1:pos:R:3:forces:R:3
H -1.3356 1.8628 1.7110 -0.061 0.294 0.058
O -0.8428 1.0754 1.9486 -0.807 -2.616 -1.113
La -1.1000 -1.0404 0.9905 0.962 2.694 1.161
O 5.0478 -2.2584 1.2061 -0.187 0.968 -0.619
C 4.4870 -1.1961 1.1040 -0.469 -1.099 1.973
C 3.2786 -0.9801 0.2160 0.219 -0.082 -2.023
C 2.2112 -0.2249 0.8815 -0.622 0.951 1.904
C 1.6972 0.4352 1.7938 1.459 -2.460 -0.918
H 4.6437 -0.3871 1.8524 0.424 0.089 -0.491
H 2.9831 -1.9448 -0.2199 -0.162 0.107 0.459
H 3.6747 -0.4710 -0.6809 -0.293 0.314 0.238
H 1.5090 0.5059 2.8585 -0.463 0.839 -0.630
```
Forces are in eV/Å.

Values from the calculation:
- Multiplicity: 2
- Gap between HOMO and LUMO (alpha / beta): 5.507 / 7.841 eV
- Total charge: +1
- ΔE to the lowest compared entry with this formula, charge and spin: 10.5 kcal per mole

=====

A molecular structure, C4H5LiNaO2, computed with ωB97M-V with the def2-TZVPD basis set.

The geometry in XYZ format:
```
13
Properties=species:S:1:pos:R:3:forces:R:3
C -1.2272 -0.6416 -1.1541 -0.390 4.547 2.942
C -0.5408 -1.3148 -0.0218 -1.185 -0.805 -2.855
C 0.6577 -0.5456 0.3283 1.260 -2.318 0.154
C 0.8975 0.8029 0.4559 1.741 1.606 -0.364
O 1.9432 1.3364 0.9905 -1.520 -0.769 -0.593
O -2.1793 0.1780 -0.9106 0.164 -1.434 -1.011
Li -2.4989 0.9640 0.6857 0.263 -0.123 -0.278
Na 3.6117 3.2580 1.2990 -0.426 -0.398 -0.066
H -0.6153 -0.4420 -2.0572 -0.467 -0.687 0.091
H -0.6860 -2.1506 -0.9867 1.666 -0.128 1.997
H -1.0946 -1.7786 0.8005 -0.461 0.194 -0.433
H 1.4852 -1.1891 0.6499 -0.119 0.420 0.163
H 0.2468 1.5229 -0.0794 -0.526 -0.105 0.253
```
Forces are in eV/Å.

Values from the calculation:
- Multiplicity: 2
- Gap between HOMO and LUMO (alpha / beta): 2.082 / 6.934 eV
- Total charge: 0
- ΔE to the lowest compared entry with this formula, charge and spin: 17.9 kcal per mole

=====

A molecular structure, C4H5LiO2Yb, computed with ωB97M-V with the def2-TZVPD basis set.

The geometry in XYZ format:
```
13
Properties=species:S:1:pos:R:3:forces:R:3
H 3.0093 -1.5757 0.5994 -1.116 -0.812 -0.455
C 0.4716 0.4936 -0.0574 1.843 3.527 -1.363
C -0.8188 1.1816 0.1741 0.657 -0.362 0.551
C -1.8316 0.0423 0.1005 -1.569 -1.175 0.440
C -1.0919 -1.2087 -0.1997 2.851 4.544 -0.319
O 0.1827 -0.8420 -0.3993 -2.085 -4.713 0.138
O 1.5915 0.9051 -0.2466 -1.868 -1.347 0.739
Yb 3.8265 -0.1017 -0.3860 1.384 1.050 -0.115
Li 1.3803 -2.5754 -0.4750 0.871 -0.628 0.449
H -0.9425 1.9573 -0.5942 -0.069 -0.065 0.014
H -0.7780 1.6897 1.1476 -0.283 0.012 -0.047
H -2.5927 0.1575 -0.6894 -0.302 -0.066 0.004
H -2.4064 -0.1237 1.0259 -0.314 0.036 -0.036
```
Forces are in eV/Å.

Values from the calculation:
- Multiplicity: 2
- Gap between HOMO and LUMO (alpha / beta): 5.813 / 3.945 eV
- Total charge: +3
- ΔE to the lowest compared entry with this formula, charge and spin: 96.5 kcal per mole

=====

A molecular structure, C4H5LiO5Y, computed with ωB97M-V with the def2-TZVPD basis set.

The geometry in XYZ format:
```
16
Properties=species:S:1:pos:R:3:forces:R:3
O -1.1989 -1.5508 2.1842 -0.755 -2.256 2.815
C -0.2014 -1.1193 1.5150 -0.110 2.963 -3.545
O 0.9410 -1.1796 2.0069 0.765 -1.383 2.660
O -0.4596 -0.6227 0.3192 -4.097 1.867 6.796
C 0.5040 0.3127 -0.6171 0.703 -3.202 2.679
C 0.8329 -1.0552 -1.0460 2.581 4.392 -7.578
Y 0.1631 -2.3712 4.0109 0.360 1.576 -2.757
H 1.3052 0.8715 -0.1289 -0.130 -0.209 0.158
H 0.7579 -0.2392 -2.0760 1.797 -2.770 -0.554
H 1.8762 -1.2990 -0.8191 -0.254 0.000 -0.589
H 0.0988 -1.7987 -1.3653 0.196 0.317 0.396
Li -3.0016 -1.5774 1.6544 -0.883 0.118 -0.491
O -0.4404 1.3444 -1.1149 -0.911 -3.030 0.259
C -0.0489 2.4791 -1.4201 0.388 2.136 0.042
O -0.7936 3.4711 -1.5428 0.208 -1.139 0.154
H -0.3347 4.3342 -1.5604 0.141 0.622 -0.447
```
Forces are in eV/Å.

Values from the calculation:
- Multiplicity: 2
- Gap between HOMO and LUMO (alpha / beta): 4.828 / 4.827 eV
- Total charge: +4
- ΔE to the lowest compared entry with this formula, charge and spin: 76.7 kcal per mole

=====

A single C4H5N molecule, computed with ωB97M-V with the def2-TZVPD basis set.

The geometry in XYZ format:
```
10
Properties=species:S:1:pos:R:3:forces:R:3
C -0.9781 -1.3982 0.4263 3.539 -0.908 1.676
N 0.2896 -0.5478 0.8571 -1.689 -3.667 1.935
C 0.7296 0.3570 0.1658 -1.461 2.738 -2.027
C 1.4578 1.5519 -0.1761 -3.929 -3.107 -0.979
C 0.3161 1.3333 -0.8377 2.998 -1.337 2.324
H -1.4875 -1.8475 1.3315 0.534 1.165 -0.814
H -0.4100 -2.3004 0.0310 -1.263 1.026 -0.260
H -1.6652 -0.9182 -0.2440 -0.180 0.224 -0.465
H 2.1890 2.2092 -0.0884 3.316 2.742 0.646
H -0.4412 1.5609 -1.4654 -1.864 1.124 -2.037
```
Forces are in eV/Å.

Values from the calculation:
- SMILES: CN=c1cc1
- Gap between HOMO and LUMO: 9.521 eV
- Total charge: 0
- ΔE to the lowest compared entry with this formula, charge and spin: 96.3 kcal per mole

=====

A single C4H5N molecule, computed with ωB97M-V with the def2-TZVPD basis set.

The geometry in XYZ format:
```
10
Properties=species:S:1:pos:R:3:forces:R:3
C 0.9081 1.3798 1.5122 0.594 -2.392 -2.465
C 0.1621 0.3278 1.1662 -0.671 -0.169 -0.720
C 0.4386 -0.4296 -0.1674 3.394 2.014 1.564
C -0.5382 -0.6188 -1.1524 -0.548 0.466 0.713
N -1.4077 -0.8944 -1.8207 -1.624 -0.401 -1.681
H 1.8420 1.7015 1.0652 -0.223 -0.321 -0.927
H 0.7469 1.9593 2.3054 -1.146 1.795 3.506
H -0.6927 -0.0549 1.7913 0.889 0.724 -0.763
H 0.7940 -1.4083 0.0445 0.446 -1.038 0.440
H 1.3406 0.1074 -0.6132 -1.111 -0.678 0.332
```
Forces are in eV/Å.

Values from the calculation:
- SMILES: C=CCC#N
- Gap between HOMO and LUMO: 11.441 eV
- Total charge: 0
- ΔE to the lowest compared entry with this formula, charge and spin: 33.1 kcal per mole

=====

What are the E_tot values for these records? In order: -534.19298, -452.90103, -955.79163, -901.37332, -337.07430, -475.57361, -1470.81168, -575.51315, -210.01026, -210.11101 Eh.